The following is a quantum chemistry calculation of a structure of composition CH2IOP, from OMol25.

Highest occupied orbital energy in eV: -9.38
M in g mol⁻¹: 187.904
ΔE to the lowest compared entry with this formula, charge and spin in eV: 2.738
HOMO-LUMO gap in eV: 8.87
F_max in eV/A: 1.59

The geometry in XYZ format:
```
6
Properties=species:S:1:pos:R:3:forces:R:3
C 1.0993 -0.8465 -0.1339 0.3151 0.2730 -1.2312
O -0.8605 1.0144 0.8616 -0.0052 -0.9150 -0.3636
P 0.8940 0.0849 -1.3576 0.6343 -1.0542 0.8321
I -2.1570 1.0947 -0.6363 -0.0183 0.1494 0.4093
H 1.3165 -1.5601 0.6476 -0.1250 0.2590 -0.1169
H -0.2923 0.2127 0.6185 -0.8010 1.2877 0.4703
```
Forces are in eV/Å.